Record 1
# C12H27CuN3NbO

A structure of composition C12H27CuN3NbO at a distorted geometry (the ωB97M-V functional and the def2-TZVPD basis, OMol25).

Values from the calculation:
- Highest occupied orbital energy (alpha / beta): -15.88 / -15.88 eV
- Net charge: +2
- Lowest unoccupied orbital energy (alpha / beta): -8.98 / -8.98 eV
- Kohn-Sham gap (alpha / beta): 6.9 / 6.9 eV

Geometry (Å):
N: 2.13 -0.62 0.53
C: 3.30 -0.98 0.70
O: 4.20 -1.69 1.14
Cu: 3.05 -0.18 -1.17
Nb: 0.18 -0.04 0.28
N: -0.89 -1.66 -0.25
N: -0.18 1.83 -0.35
C: -0.37 -3.05 -0.38
C: 0.34 3.13 0.08
C: 0.77 -3.04 -1.39
C: -1.44 -4.01 -0.86
C: 0.15 -3.48 0.98
C: 0.35 4.13 -1.09
C: -0.57 3.67 1.19
C: 1.76 2.93 0.60
H: 0.40 -2.69 -2.36
H: 1.15 -4.06 -1.50
H: 1.61 -2.41 -1.07
H: -2.29 -4.03 -0.16
H: -1.00 -5.02 -0.88
H: -1.76 -3.76 -1.88
H: 1.00 -2.89 1.37
H: 0.48 -4.52 0.91
H: -0.66 -3.44 1.72
H: 0.89 3.72 -1.95
H: 0.89 5.04 -0.76
H: -0.66 4.46 -1.37
H: -1.60 3.82 0.80
H: -0.16 4.65 1.51
H: -0.56 3.00 2.07
H: 1.79 2.29 1.52
H: 2.15 3.93 0.89
H: 2.40 2.54 -0.21
C: -1.25 1.78 -1.36
H: -1.27 0.83 -1.93
H: -2.25 1.97 -0.94
H: -1.09 2.59 -2.08
C: -2.28 -1.37 -0.61
H: -2.92 -2.17 -0.21
H: -2.60 -0.41 -0.16
H: -2.40 -1.33 -1.71
C: -0.13 0.11 2.30
H: -1.15 0.51 2.48
H: 0.57 0.81 2.78
H: -0.07 -0.89 2.76

natural (NBO) population analysis, charges in e, atoms 1 to 5:
1 N -0.92
2 C 0.72
3 O -0.36
4 Cu 1.00
5 Nb 1.92


Record 2
# C6H17AsN3O3STc

A structure of composition C6H17AsN3O3STc (the ωB97M-V functional and the def2-TZVPD basis, OMol25).

Values from the calculation:
- Highest occupied orbital energy (alpha / beta): -19.96 / -20.42 eV
- Net charge: +3
- Lowest unoccupied orbital energy (alpha / beta): -12.14 / -12.50 eV
- Kohn-Sham gap (alpha / beta): 7.8 / 7.9 eV
- Multiplicity: 4

Geometry (Å):
Tc: -0.92 -0.28 -0.02
N: -1.24 0.02 2.44
N: -1.19 1.37 2.81
C: -1.15 2.34 1.90
N: -1.19 3.60 2.28
S: -0.99 2.06 0.18
H: -2.19 -0.33 2.63
H: -0.59 -0.51 3.02
H: -1.32 1.60 3.79
H: -1.32 3.87 3.24
H: -1.15 4.35 1.60
C: 3.35 -2.23 -0.02
As: 2.59 -0.67 -0.78
C: 3.33 0.93 -0.09
C: 2.60 -0.73 -2.67
O: 0.89 -0.68 -0.27
H: 4.38 -2.28 -0.38
H: 2.80 -3.09 -0.37
H: 3.34 -2.16 1.06
H: 4.38 0.98 -0.38
H: 3.25 0.91 1.00
H: 2.79 1.78 -0.51
H: 3.64 -0.74 -2.99
H: 2.10 0.15 -3.07
H: 2.11 -1.65 -2.99
C: -4.65 -1.50 -2.12
O: -3.15 -1.27 -2.00
C: -2.66 -0.80 -0.96
O: -3.03 -0.41 0.16
H: -4.74 -2.06 -3.04
H: -5.11 -0.51 -2.19
H: -4.97 -2.06 -1.25

natural (NBO) population analysis, charges in e, atoms 1 to 5:
1 Tc 1.35
2 N -0.66
3 N -0.40
4 C 0.37
5 N -0.69


Record 3
# C18H20F2N2O4

An isolated molecule of C18H20F2N2O4 at a distorted geometry (the ωB97M-V functional and the def2-TZVPD basis, OMol25).

Values from the calculation:
- SMILES: CCN(C[C@H]1CCCO1)C(=O)c1cc(COc2ccc(F)cc2F)on1
- Highest occupied orbital energy: -8.82 eV
- Lowest unoccupied orbital energy: 0.67 eV
- Kohn-Sham gap: 9.5 eV

Geometry (Å):
C: 3.56 2.95 -0.41
H: 2.64 3.28 0.08
H: 4.39 3.15 0.27
H: 3.70 3.54 -1.31
C: 3.48 1.47 -0.76
N: 3.34 0.65 0.42
C: 2.19 0.48 1.09
O: 2.11 -0.11 2.16
C: 0.94 1.04 0.51
N: 0.58 0.97 -0.75
O: -0.66 1.48 -0.86
C: -1.08 1.87 0.35
C: -0.11 1.62 1.27
H: -0.11 1.79 2.33
C: -2.44 2.48 0.48
O: -3.43 1.84 -0.30
C: -3.76 0.55 -0.01
C: -4.73 -0.03 -0.84
C: -5.16 -1.32 -0.67
C: -4.62 -2.06 0.38
C: -3.67 -1.52 1.22
C: -3.25 -0.22 1.02
H: -2.50 0.19 1.69
H: -3.27 -2.11 2.02
F: -5.04 -3.32 0.56
H: -5.91 -1.75 -1.32
F: -5.24 0.70 -1.85
H: -2.73 2.51 1.54
H: -2.42 3.51 0.09
C: 4.56 0.11 1.01
H: 4.35 -0.12 2.05
H: 5.34 0.87 0.94
C: 5.05 -1.17 0.31
C: 4.03 -2.32 0.35
H: 4.21 -2.99 1.18
C: 4.21 -2.98 -1.02
H: 3.32 -3.49 -1.37
C: 4.57 -1.77 -1.88
H: 5.15 -2.01 -2.77
O: 5.37 -0.94 -1.06
H: 3.66 -1.23 -2.19
H: 5.04 -3.68 -0.99
H: 3.02 -1.91 0.44
H: 5.98 -1.47 0.81
H: 4.40 1.16 -1.26
H: 2.64 1.29 -1.43

natural (NBO) population analysis, charges in e, atoms 1 to 5:
1 C -0.61
2 H 0.20
3 H 0.21
4 H 0.22
5 C -0.24


Record 4
# C4H9Cl

An isolated molecule of C4H9Cl at a distorted geometry (the ωB97M-V functional and the def2-TZVPD basis, OMol25).

Values from the calculation:
- SMILES: CC(C)(C)Cl
- Highest occupied orbital energy: -10.39 eV
- Lowest unoccupied orbital energy: 0.91 eV
- Kohn-Sham gap: 11.3 eV

Geometry (Å):
C: 1.16 0.90 0.33
C: 0.23 -0.10 -0.27
C: 0.78 -1.39 -0.62
C: -0.39 0.68 -1.47
H: 1.40 0.62 1.45
H: 2.04 1.11 -0.21
H: 0.37 1.71 0.36
H: -0.08 -2.05 -0.91
H: 1.43 -1.22 -1.50
H: 1.47 -1.71 0.09
H: 0.30 0.78 -2.39
H: -1.30 0.32 -2.01
H: -0.58 1.71 -1.26
Cl: -0.93 -0.10 1.09

natural (NBO) population analysis, charges in e, atoms 1 to 5:
1 C -0.63
2 C -0.01
3 C -0.63
4 C -0.63
5 H 0.22


Record 5
# C3H3N3O2

An isolated molecule of C3H3N3O2 at a distorted geometry (the ωB97M-V functional and the def2-TZVPD basis, OMol25).

Values from the calculation:
- SMILES: O=c1ncn(O)cn1
- Highest occupied orbital energy: -9.94 eV
- Lowest unoccupied orbital energy: 0.02 eV
- Kohn-Sham gap: 10.0 eV

Geometry (Å):
C: -0.49 1.19 -0.05
C: 1.46 0.00 0.00
C: -0.55 -1.13 -0.06
H: -3.02 -0.14 0.85
H: -0.99 2.11 -0.32
H: -1.12 -2.05 -0.31
N: -1.23 0.06 0.10
N: 0.78 1.22 -0.08
N: 0.73 -1.22 -0.08
O: -2.57 -0.02 -0.02
O: 2.67 -0.05 0.13

natural (NBO) population analysis, charges in e, atoms 1 to 5:
1 C 0.28
2 C 0.69
3 C 0.27
4 H 0.49
5 H 0.21


Record 6
# C3H6NO2S

A cluster of 2 separate species, C3H6NO2S in total at a distorted geometry (the ωB97M-V functional and the def2-TZVPD basis, OMol25).

Values from the calculation:
- Highest occupied orbital energy (alpha / beta): -15.25 / -15.62 eV
- Net charge: +1
- Lowest unoccupied orbital energy (alpha / beta): -6.72 / -7.08 eV
- Kohn-Sham gap (alpha / beta): 8.5 / 8.5 eV

Geometry (Å):
C: 0.88 -0.63 2.92
C: -0.76 -0.41 -1.62
C: 0.57 -0.09 -1.01
N: 0.95 -0.04 1.94
O: -2.12 0.71 0.69
O: 0.97 2.25 0.29
S: 0.18 1.08 0.37
H: 0.89 -1.12 3.86
H: -1.53 0.38 -1.50
H: -0.92 -0.80 -2.70
H: -1.34 -1.16 -0.96
H: 1.09 0.63 -1.62
H: 1.15 -0.82 -0.66

natural (NBO) population analysis, charges in e, atoms 1 to 5:
1 C 0.38
2 C -0.69
3 C -0.57
4 N -0.43
5 O -0.17


Record 7
# C7H9NO2

An isolated molecule of C7H9NO2 at a distorted geometry (the ωB97M-V functional and the def2-TZVPD basis, OMol25).

Values from the calculation:
- Highest occupied orbital energy: -8.94 eV
- Lowest unoccupied orbital energy: 0.29 eV
- Kohn-Sham gap: 9.2 eV

Geometry (Å):
C: 0.46 -0.54 0.80
C: 1.27 -1.74 -2.56
C: 1.35 -1.39 -1.29
C: -0.77 -0.18 1.51
C: -0.85 1.34 1.51
C: -1.14 2.05 0.26
C: -1.43 1.18 -0.93
N: 0.26 -1.09 -0.43
O: 1.60 -0.20 1.13
O: -0.19 1.66 -0.87
H: 2.32 -1.69 -3.04
H: 0.54 -2.54 -2.89
H: 2.06 -0.73 -0.77
H: -1.73 -0.57 1.18
H: -0.53 -0.44 2.56
H: -1.48 1.59 2.35
H: 0.17 1.58 1.80
H: -1.29 3.13 0.21
H: -0.61 -1.41 -0.55

natural (NBO) population analysis, charges in e, atoms 1 to 5:
1 C 0.68
2 C -0.47
3 C -0.02
4 C -0.51
5 C -0.45


Record 8
# C5H8NOS

The ion C5H8NOS with charge +1 at a distorted geometry (the ωB97M-V functional and the def2-TZVPD basis, OMol25).

Values from the calculation:
- SMILES: [NH3+][C@@H](S)c1ccco1
- Highest occupied orbital energy: -12.79 eV
- Net charge: +1
- Lowest unoccupied orbital energy: -3.69 eV
- Kohn-Sham gap: 9.1 eV

Geometry (Å):
C: 2.25 -1.21 -0.32
C: 0.85 -1.21 -0.51
C: 2.53 -0.07 0.38
C: 0.40 -0.06 0.06
C: -1.15 0.26 0.44
N: -1.53 1.43 -0.48
O: 1.41 0.63 0.63
S: -2.28 -1.11 0.17
H: 2.93 -1.97 -0.63
H: 0.25 -1.96 -0.99
H: 3.46 0.32 0.73
H: -1.17 0.63 1.47
H: -1.67 1.06 -1.43
H: -2.39 1.91 -0.18
H: -0.76 2.12 -0.51
H: -3.11 -0.78 1.16

natural (NBO) population analysis, charges in e, atoms 1 to 5:
1 C -0.30
2 C -0.25
3 C 0.13
4 C 0.18
5 C -0.23


Record 9
# C13H21NS

An isolated molecule of C13H21NS at a distorted geometry (the ωB97M-V functional and the def2-TZVPD basis, OMol25).

Values from the calculation:
- SMILES: CCCN(CCC)[C@H]1C[C@@H]1c1cccs1
- Highest occupied orbital energy: -7.90 eV
- Lowest unoccupied orbital energy: 0.81 eV
- Kohn-Sham gap: 8.7 eV

Geometry (Å):
C: -1.54 -1.39 2.43
C: -1.60 0.17 2.00
C: -0.18 0.56 1.71
C: 1.97 -0.93 1.24
C: 2.97 0.07 0.96
C: 2.82 1.51 1.49
C: 0.18 -0.29 -0.44
C: 0.52 -1.35 -1.56
C: -0.81 -0.89 -1.24
C: -1.54 0.07 -2.16
C: -1.54 -0.20 -3.48
C: -2.34 0.89 -4.09
C: -2.85 1.78 -3.29
H: -0.61 -1.97 1.80
H: -1.23 -1.25 3.61
H: -2.47 -2.09 2.39
H: -2.30 0.55 1.22
H: -1.97 0.79 2.87
H: 0.29 1.02 2.74
H: 0.00 1.47 0.91
H: 2.26 -1.87 0.73
H: 2.07 -1.17 2.39
H: 3.11 0.16 -0.12
H: 3.89 -0.46 1.16
H: 2.42 1.55 2.54
H: 3.86 1.94 1.39
H: 2.14 2.28 1.17
H: 0.42 0.69 -0.61
H: 1.05 -0.89 -2.42
H: 0.96 -2.41 -1.36
H: -1.40 -1.67 -0.76
H: -0.84 -1.01 -3.86
H: -2.37 0.89 -5.16
H: -3.70 2.58 -3.59
N: 0.65 -0.50 0.95
S: -2.31 1.37 -1.55

natural (NBO) population analysis, charges in e, atoms 1 to 5:
1 C -0.66
2 C -0.47
3 C -0.22
4 C -0.19
5 C -0.43